Entry 1:
ORCA calculation (ωB97M-V/def2-TZVPD) on one molecule with the formula C19H19N3O3S2 in a non-equilibrium geometry.

**Total energy**: -1921.64034 Ha
**Frontier orbital gap**: 8.9 eV
**Energy relative to the best compared isomer or geometry (same formula, charge and spin)**: 565.5 kJ/mol
**Net charge**: 0

Each line ends with the Löwdin charge.
Geometry (Å):
1 O 1.6910 2.6064 0.9520  0.107
2 O 1.4812 -0.3327 0.2583  -0.459
3 N -0.8514 1.0288 -1.7260  0.146
4 N -2.2097 -1.4504 2.2063  0.101
5 O 2.2017 4.2529 -0.5602  0.050
6 S 0.6537 -4.3082 4.1514  0.944
7 C 1.5355 3.1663 -0.1124  -0.436
8 C -0.1056 1.2888 -0.6685  -0.303
9 C 4.1352 5.6317 -0.5383  0.075
10 C 3.4386 4.5183 -0.0686  -0.147
11 C -2.4323 -1.8207 3.4793  -0.109
12 C -1.1306 -1.7833 1.5222  -0.333
13 C -1.3318 3.2222 -4.6338  -0.091
14 C -0.3634 4.2115 -4.2093  -0.081
15 C -1.4971 2.1433 -3.8136  -0.002
16 C -1.5894 -2.7787 4.0364  -0.071
17 C 0.2315 4.2222 -2.9423  0.010
18 C -0.6513 2.0174 -2.6244  -0.279
19 C -0.4643 -3.2634 3.3021  -0.517
20 C 0.1173 2.9759 -2.2045  -0.141
21 C -0.2870 -2.8050 2.0303  -0.251
22 N 0.6193 2.5139 -0.9394  0.127
23 S 0.1691 0.1232 0.6444  0.969
24 C 0.8811 -3.3382 1.3363  -0.070
25 C -0.8763 -1.1775 0.1718  -0.293
26 C 1.7925 -3.5276 6.4103  -0.223
27 C 1.4942 -2.8909 5.0930  -0.452
28 H 3.7931 6.3838 -1.1739  0.035
29 H 5.1532 5.5786 -0.1576  0.055
30 H 3.7524 3.9592 0.8102  0.123
31 H -3.3267 -1.5234 4.0074  0.103
32 H -1.9609 3.2982 -5.5351  0.107
33 H -0.1646 5.1399 -4.7777  0.103
34 H -2.1865 1.2997 -4.1439  0.133
35 H -1.6839 -3.0268 5.0554  0.083
36 H 0.8845 5.0805 -2.5734  0.125
37 H 1.7162 -2.8996 1.9131  0.102
38 H 0.9856 -3.0252 0.3104  0.070
39 H 0.8555 -4.3893 1.3688  0.062
40 H -1.7918 -0.7259 -0.3128  0.114
41 H -0.5448 -1.8676 -0.6390  0.127
42 H 2.1408 -4.5349 6.2461  0.044
43 H 2.5601 -3.0661 7.0102  0.069
44 H 0.8045 -3.5992 6.9189  0.083
45 H 0.8125 -1.9683 5.2601  0.119
46 H 2.4024 -2.6583 4.5172  0.072


Entry 2:
ORCA calculation (ωB97M-V/def2-TZVPD) on one molecule with the formula C19H19N3O4 in a non-equilibrium geometry.

**Total energy**: -1200.51324 Ha
**Frontier orbital gap**: 8.2 eV
**SMILES**: CCO[C@@]1(c2ccccc2)C[C@H]1C(=O)N/N=C/c1cccc([N+](=O)[O-])c1
**Energy relative to the best compared isomer or geometry (same formula, charge and spin)**: 629.0 kJ/mol
**Net charge**: 0

Each line ends with the Löwdin charge.
Geometry (Å):
1 C 3.4690 -2.6266 -0.4981  -0.054
2 C 2.4653 -1.5779 -0.0498  -0.247
3 O 2.7069 -1.2960 1.3185  -0.070
4 C 1.7578 -0.4904 1.9341  -0.367
5 C 0.4432 -1.1539 2.1954  -0.132
6 C 0.4085 -2.5462 2.2432  -0.021
7 C -0.7747 -3.2200 2.4793  -0.073
8 C -1.9491 -2.5148 2.6784  -0.091
9 C -1.9228 -1.1315 2.6547  -0.085
10 C -0.7388 -0.4549 2.4187  -0.040
11 C 2.3103 0.4833 2.9343  0.031
12 C 1.7885 1.0166 1.6330  -0.111
13 C 2.7347 1.5532 0.6286  -0.436
14 O 3.9321 1.6566 0.7389  0.103
15 N 2.1026 1.9912 -0.5272  0.047
16 N 0.8162 1.7428 -0.7425  0.049
17 C 0.2403 2.0697 -1.8296  -0.086
18 C -1.1596 1.7482 -2.0234  -0.189
19 C -1.8520 0.9666 -1.0902  -0.004
20 C -3.1859 0.6575 -1.2751  -0.047
21 C -3.8615 1.1174 -2.3931  0.009
22 C -3.1733 1.8886 -3.3221  -0.146
23 N -3.8654 2.3699 -4.4942  -0.363
24 O -3.2335 3.0354 -5.2863  0.082
25 O -5.0356 2.0792 -4.6150  0.084
26 C -1.8341 2.2063 -3.1516  0.049
27 H 3.3336 -2.8430 -1.5541  0.077
28 H 3.3363 -3.5408 0.0739  0.074
29 H 4.4772 -2.2582 -0.3320  0.081
30 H 1.4355 -1.9381 -0.1895  0.124
31 H 2.5877 -0.6620 -0.6449  0.113
32 H 1.3272 -3.0958 2.1044  0.120
33 H -0.7783 -4.2995 2.5111  0.104
34 H -2.8758 -3.0384 2.8593  0.101
35 H -2.8304 -0.5701 2.8234  0.103
36 H -0.7534 0.6243 2.4201  0.107
37 H 1.7466 0.6740 3.8340  0.119
38 H 3.3836 0.4859 3.0483  0.124
39 H 0.8343 1.5209 1.6082  0.117
40 H 2.6855 2.4279 -1.2463  0.167
41 H 0.7606 2.5875 -2.6416  0.130
42 H -1.3173 0.6039 -0.2265  0.096
43 H -3.7030 0.0519 -0.5470  0.109
44 H -4.9027 0.8907 -2.5622  0.119
45 H -1.3363 2.8084 -3.8973  0.123


Copy entry 2 word for word.
ORCA calculation (ωB97M-V/def2-TZVPD) on one molecule with the formula C19H19N3O4 in a non-equilibrium geometry.

**Total energy**: -1200.51324 Ha
**Frontier orbital gap**: 8.2 eV
**SMILES**: CCO[C@@]1(c2ccccc2)C[C@H]1C(=O)N/N=C/c1cccc([N+](=O)[O-])c1
**Energy relative to the best compared isomer or geometry (same formula, charge and spin)**: 629.0 kJ/mol
**Net charge**: 0

Each line ends with the Löwdin charge.
Geometry (Å):
1 C 3.4690 -2.6266 -0.4981  -0.054
2 C 2.4653 -1.5779 -0.0498  -0.247
3 O 2.7069 -1.2960 1.3185  -0.070
4 C 1.7578 -0.4904 1.9341  -0.367
5 C 0.4432 -1.1539 2.1954  -0.132
6 C 0.4085 -2.5462 2.2432  -0.021
7 C -0.7747 -3.2200 2.4793  -0.073
8 C -1.9491 -2.5148 2.6784  -0.091
9 C -1.9228 -1.1315 2.6547  -0.085
10 C -0.7388 -0.4549 2.4187  -0.040
11 C 2.3103 0.4833 2.9343  0.031
12 C 1.7885 1.0166 1.6330  -0.111
13 C 2.7347 1.5532 0.6286  -0.436
14 O 3.9321 1.6566 0.7389  0.103
15 N 2.1026 1.9912 -0.5272  0.047
16 N 0.8162 1.7428 -0.7425  0.049
17 C 0.2403 2.0697 -1.8296  -0.086
18 C -1.1596 1.7482 -2.0234  -0.189
19 C -1.8520 0.9666 -1.0902  -0.004
20 C -3.1859 0.6575 -1.2751  -0.047
21 C -3.8615 1.1174 -2.3931  0.009
22 C -3.1733 1.8886 -3.3221  -0.146
23 N -3.8654 2.3699 -4.4942  -0.363
24 O -3.2335 3.0354 -5.2863  0.082
25 O -5.0356 2.0792 -4.6150  0.084
26 C -1.8341 2.2063 -3.1516  0.049
27 H 3.3336 -2.8430 -1.5541  0.077
28 H 3.3363 -3.5408 0.0739  0.074
29 H 4.4772 -2.2582 -0.3320  0.081
30 H 1.4355 -1.9381 -0.1895  0.124
31 H 2.5877 -0.6620 -0.6449  0.113
32 H 1.3272 -3.0958 2.1044  0.120
33 H -0.7783 -4.2995 2.5111  0.104
34 H -2.8758 -3.0384 2.8593  0.101
35 H -2.8304 -0.5701 2.8234  0.103
36 H -0.7534 0.6243 2.4201  0.107
37 H 1.7466 0.6740 3.8340  0.119
38 H 3.3836 0.4859 3.0483  0.124
39 H 0.8343 1.5209 1.6082  0.117
40 H 2.6855 2.4279 -1.2463  0.167
41 H 0.7606 2.5875 -2.6416  0.130
42 H -1.3173 0.6039 -0.2265  0.096
43 H -3.7030 0.0519 -0.5470  0.109
44 H -4.9027 0.8907 -2.5622  0.119
45 H -1.3363 2.8084 -3.8973  0.123


- What is the frontier orbital gap in the first record?
  8.9 eV